DFT (the ωB97M-V functional and the def2-TZVPD basis) results for a molecular structure, C14H23ClN3O2PdTe.

The geometry in XYZ format:
```
45
C14H23ClN3O2PdTe (the ωB97M-V functional and the def2-TZVPD basis)
Pd 0.1921 -1.1521 0.2812
N -2.1331 -0.8225 0.8518
C -3.0686 -1.9233 1.0579
C -2.4944 -3.0233 1.9566
N -1.2264 -3.6297 1.5977
C -1.1895 -4.4730 0.4192
C -1.2396 -3.8296 -0.9703
N -0.1505 -2.8756 -1.1991
H -2.1200 -0.1973 1.6466
H -2.4128 -0.2968 0.0215
H -3.3318 -2.3096 0.0756
H -4.0124 -1.5898 1.5157
H -3.2415 -3.8218 2.0376
H -2.3759 -2.6081 2.9642
H -0.4892 -2.9254 1.5531
H -2.0155 -5.1909 0.4859
H -0.2668 -5.0643 0.4728
H -2.1671 -3.2873 -1.1374
H -1.2215 -4.6460 -1.7064
H -0.3658 -2.3679 -2.0629
H 0.7305 -3.3570 -1.3264
C 2.6448 1.5479 -0.5968
Te 1.9553 0.3473 1.0610
C 1.1029 2.2615 1.6210
C 2.0371 3.2933 1.0620
C 2.1648 4.5697 1.5983
C 3.0467 5.4889 1.0470
C 3.8129 5.1342 -0.0541
C 3.6917 3.8615 -0.5956
C 2.8116 2.9365 -0.0474
H 1.8732 1.5165 -1.3654
H 3.5724 1.1444 -0.9995
H 0.9972 2.3386 2.7025
H 0.1189 2.3178 1.1557
H 1.5669 4.8430 2.4606
H 3.1393 6.4783 1.4781
H 4.5065 5.8445 -0.4871
H 4.2906 3.5794 -1.4543
Cl -1.1975 2.1058 -1.4655
C -0.7937 0.6687 -2.4698
C -1.8675 -0.4392 -2.5339
O -2.9130 -0.3286 -1.8756
O -1.4897 -1.3840 -3.2683
H 0.1083 0.2331 -2.0369
H -0.5801 1.0324 -3.4711
```

Output
E_tot: -46754.306 eV
E_HOMO: -3.655 eV
Lowest unoccupied orbital energy: 0.094 hartree
Orbital gap: 0.2283 Ha
Net charge: -1
Maximum force: 0.1 eV/A
Energy relative to the best compared isomer or geometry (same formula, charge and spin): 0.0 kJ/mol

=====

DFT (the ωB97M-V functional and the def2-TZVPD basis) results for a molecular structure, C14H23F3MoNP at a distorted geometry.

The geometry in XYZ format:
```
43
C14H23F3MoNP (the ωB97M-V functional and the def2-TZVPD basis)
C 2.1888 -1.8884 2.3679
C 2.1024 -0.5111 2.5357
C 1.1861 0.2410 1.7865
C 0.2733 -0.3939 0.9228
C 0.3088 -1.8030 0.8265
C 1.2753 -2.5309 1.5366
C 1.2390 1.7354 1.9291
C 0.6270 2.5623 0.7858
N 0.8109 2.0754 -0.6075
Mo -0.9845 1.0353 -0.2417
C -0.6506 -2.6563 0.0147
P -1.5670 -1.7513 -1.2644
H 2.7664 0.0178 3.2191
H 1.2809 -3.6190 1.4308
H 2.9650 -2.4603 2.8787
H -1.3906 -3.1600 0.6627
H -0.0848 -3.4332 -0.5284
H 0.6931 2.0046 2.8524
H 2.2662 2.0718 2.1236
H -0.4837 2.6518 1.0013
C -2.8652 -2.6534 -2.1120
C -0.3163 -1.2866 -2.4806
H 0.9949 3.6061 0.8352
C 2.0409 1.3198 -0.9625
C 0.5617 3.1160 -1.6386
H -2.4480 -0.9181 -0.5271
H 2.7822 2.0252 -1.3696
H 2.4723 0.8194 -0.0942
H 1.7699 0.5717 -1.7237
H 1.5133 3.3975 -2.1051
H -0.1178 2.6912 -2.3868
H 0.1135 4.0142 -1.2037
H -0.2676 -2.0977 -3.2229
H -0.5863 -0.3427 -2.9717
H 0.6736 -1.1961 -2.0131
H -2.4932 -3.6133 -2.4851
H -3.7071 -2.7959 -1.4225
H -3.2015 -2.0092 -2.9355
H -1.1539 2.8125 -0.5761
F -3.7047 1.0260 1.1975
C -2.3935 0.6590 1.4640
F -2.0210 1.3501 2.6211
F -2.4683 -0.6836 1.8808
```

Output
E_tot: -35656.103 eV
E_HOMO (alpha / beta): -15.368 / -15.454 eV
Lowest unoccupied orbital energy (alpha / beta): -0.345 / -0.322 hartree
Orbital gap (alpha / beta): 0.2198 / 0.2460 Ha
Net charge: +2
2S+1: 3
⟨S²⟩: 2.17
Maximum force: 3.1 eV/A

=====

DFT (the ωB97M-V functional and the def2-TZVPD basis) results for a molecular structure, C14H23GaI2InNO3S2 at a distorted geometry.

The geometry in XYZ format:
```
47
C14H23GaI2InNO3S2 (the ωB97M-V functional and the def2-TZVPD basis)
I 3.4060 -0.8746 1.8914
I 3.2604 2.8282 -1.7188
Ga 0.6173 2.2914 -1.1547
In 0.0863 -0.7758 0.8027
S 1.5338 1.6929 0.9331
S 1.4397 -0.1926 -1.3353
C -2.3346 0.2832 1.7230
C 1.2501 2.7708 2.3961
C 1.1741 -1.3669 -2.7124
C 1.7785 4.1527 2.0183
C -0.2361 2.7732 2.7161
C 2.0659 2.1923 3.5436
C 2.1443 -1.0216 -3.8373
C -0.2705 -1.2370 -3.1483
C 1.4813 -2.7534 -2.1568
C -0.8790 3.5468 -0.4353
C -0.8282 1.9474 -2.4104
O -3.3219 0.4021 2.2888
O -1.7714 4.2861 -0.3486
O -1.6749 1.9941 -3.2086
H 1.2373 4.5910 1.1693
H 2.8491 4.0962 1.7647
H 1.6490 4.8101 2.8908
H -0.7755 3.3183 1.9131
H -0.3583 3.2885 3.7057
H -0.6071 1.7232 2.7966
H 1.7632 1.1664 3.7779
H 1.9216 2.8252 4.4303
H 3.1300 2.1806 3.2883
H 2.0068 -1.7441 -4.6516
H 3.1823 -1.0884 -3.4891
H 1.9664 -0.0164 -4.2301
H -0.3697 -1.8282 -4.0845
H -0.5330 -0.1871 -3.3520
H -0.9348 -1.6405 -2.3583
H 1.3706 -3.4908 -2.9633
H 0.7919 -3.0212 -1.3434
H 2.5104 -2.7969 -1.7777
C -3.8414 -4.1584 1.5817
C -3.2632 -4.1389 0.1331
C -2.3131 -3.0641 -0.0385
N -1.5239 -2.2034 -0.0761
H -3.0329 -4.2345 2.3298
H -4.5186 -5.0208 1.6938
H -4.4023 -3.2242 1.7692
H -2.7463 -5.0926 -0.1151
H -4.0794 -3.9882 -0.6114
```

Output
E_tot: -117897.713 eV
E_HOMO (alpha / beta): -21.397 / -21.643 eV
Lowest unoccupied orbital energy (alpha / beta): -0.583 / -0.605 hartree
Orbital gap (alpha / beta): 0.2036 / 0.1904 Ha
Net charge: +4
Maximum force: 9.0 eV/A
Energy relative to the best compared isomer or geometry (same formula, charge and spin): 0.0 kJ/mol

=====

DFT (the ωB97M-V functional and the def2-TZVPD basis) results for a molecular structure, C14H23I2O4P2Sm at a distorted geometry.

The geometry in XYZ format:
```
46
C14H23I2O4P2Sm (the ωB97M-V functional and the def2-TZVPD basis)
I 4.8500 -0.4799 -1.4550
I 3.6795 -1.2738 -3.7068
Sm -0.0631 -0.3875 -0.5099
P 1.4565 1.9222 -1.6338
C 0.8948 3.4014 -0.7089
C 3.0436 2.5267 -2.2919
H 2.8880 3.4617 -2.8476
H 0.6814 3.0690 -3.6225
H 3.4545 1.7507 -2.9426
H 0.5136 1.2864 -3.7712
H 1.2807 3.3368 0.3165
H 3.7313 2.6797 -1.4514
C 0.3755 2.1471 -3.1057
H 1.2994 4.2980 -1.2005
H -0.6737 2.2215 -2.7864
H -0.2050 3.4452 -0.6849
P 1.2894 -2.8966 0.1348
C 0.6546 -3.7131 1.6464
C 0.9090 -4.1453 -1.1543
H 3.6442 -2.5663 -0.3258
H 3.3073 -4.2524 0.1899
H 3.3568 -2.9196 1.3948
C 3.0670 -3.1964 0.3714
H 1.3589 -3.8356 -2.1056
H 1.3173 -5.1175 -0.8441
H 0.6458 -4.8003 1.5001
H -0.3676 -3.3749 1.8702
H -0.1787 -4.2309 -1.2816
H 1.2949 -3.4616 2.5017
C 0.9427 -0.3922 1.7417
O 1.1780 -0.3963 2.8743
O -2.1534 -0.7704 0.6656
C -3.0166 0.1755 1.3099
C -3.6298 -0.2391 2.4910
C -4.1802 0.7458 3.3186
C -4.1956 2.0900 2.9141
C -3.6892 2.4554 1.6666
C -3.0878 1.4928 0.8445
C -2.4650 1.9472 -0.4288
O -2.8969 2.8872 -1.0686
O -1.3763 1.2564 -0.7603
H -2.3616 -1.6534 1.0242
H -3.6236 -1.2931 2.7760
H -4.6098 0.4640 4.2795
H -4.6202 2.8575 3.5633
H -3.7204 3.4781 1.2935
```

Output
E_tot: -75750.487 eV
E_HOMO (alpha / beta): -14.879 / -14.881 eV
Lowest unoccupied orbital energy (alpha / beta): -0.307 / -0.291 hartree
Orbital gap (alpha / beta): 0.2398 / 0.2557 Ha
Net charge: +2
2S+1: 6
⟨S²⟩: 8.77
Maximum force: 6.2 eV/A
Energy relative to the best compared isomer or geometry (same formula, charge and spin): 88.1 kJ/mol

=====

DFT (the ωB97M-V functional and the def2-TZVPD basis) results for a molecular structure, C14H23IN3O at a distorted geometry.

The geometry in XYZ format:
```
42
C14H23IN3O (the ωB97M-V functional and the def2-TZVPD basis)
C -5.8844 0.1335 1.4288
C -4.7071 -0.5614 0.6386
C -4.4750 0.2230 -0.6980
C -3.0780 -0.0980 -1.3545
C -1.8649 0.4265 -0.4899
C -0.6204 -0.5353 -0.6740
C 0.4989 0.1074 -1.5774
C 1.8021 0.5005 -0.7464
C 2.2878 1.8037 -1.3872
N 2.8233 2.6136 -1.9747
C 2.8593 -0.6399 -0.8336
C 2.2143 -2.0404 -0.9968
N 1.7309 -3.0573 -1.0090
N 3.7778 -0.7461 0.3088
C 5.0982 -1.2063 -0.1973
C 3.9709 0.5305 1.0152
C 3.1762 0.6963 2.3595
O 4.6422 1.4330 0.6242
H -5.8419 -0.2431 2.4774
H -6.8721 -0.0517 0.9621
H -5.6826 1.2290 1.4740
H -4.9756 -1.6095 0.3694
H -3.7899 -0.5325 1.2671
H -4.4716 1.3204 -0.4939
H -5.2605 0.0033 -1.4521
H -3.0239 -1.2011 -1.4736
H -2.9933 0.4109 -2.3424
H -1.6591 1.4610 -0.8406
H -2.1333 0.5201 0.5879
H -0.9305 -1.5226 -1.0678
H -0.2109 -0.6744 0.3566
H 0.7334 -0.4663 -2.4968
H 0.0840 1.0831 -1.9277
H 1.4206 0.6827 0.2832
H 3.4506 -0.4959 -1.7753
H 5.7367 -1.5329 0.6557
H 4.9919 -2.0261 -0.9411
H 5.6660 -0.3891 -0.7041
H 3.8376 0.6939 3.2346
H 2.5195 1.5772 2.2955
H 2.4944 -0.1878 2.4561
I 2.6584 2.3684 4.6597
```

Output
E_tot: -29509.328 eV
E_HOMO: -3.328 eV
Lowest unoccupied orbital energy: 0.098 hartree
Orbital gap: 0.2202 Ha
Net charge: -1
Maximum force: 4.7 eV/A

=====

DFT (the ωB97M-V functional and the def2-TZVPD basis) results for a molecular structure, C14H23N2O3RuSe2Te2.

The geometry in XYZ format:
```
47
C14H23N2O3RuSe2Te2 (the ωB97M-V functional and the def2-TZVPD basis)
Ru 0.7876 0.1296 1.8776
C -3.2971 -2.6690 2.6416
O -3.3384 -1.2261 2.5293
C -2.1714 -0.6365 2.3716
O -1.0988 -1.2154 2.3027
N -2.3063 0.7094 2.2929
N -1.1512 1.4842 2.2056
H -4.3323 -2.9737 2.7382
H -2.7278 -2.9584 3.5198
H -2.8501 -3.1003 1.7508
H -3.2078 1.1310 2.4427
H -1.0079 2.0022 3.0644
H -1.2413 2.1369 1.4396
Se 1.0340 0.5811 4.2159
Te 3.1244 -0.2759 5.2494
Te 4.6641 -0.0146 3.0727
Se 3.0104 -0.7080 1.3841
C 0.7426 -2.8382 -0.2564
C -0.0220 -2.3014 -1.4705
C -1.5210 -2.1354 -1.1667
C 0.5286 -1.0326 -2.0845
C 0.7934 -1.0202 -3.4330
C 1.2196 0.1392 -4.0859
C 1.3747 1.3388 -3.3825
C 1.1274 1.4155 -2.0344
C 1.1939 2.7785 -1.3723
C 2.0554 2.8851 -0.1108
C -0.2277 3.3126 -1.1325
C 0.7139 0.2024 -1.3495
O 0.4671 0.2403 -0.1006
H 0.5232 -3.9016 -0.1350
H 0.4465 -2.3409 0.6614
H 1.8222 -2.7373 -0.3796
H 0.0668 -3.0534 -2.2555
H -1.6722 -1.3619 -0.4106
H -1.9281 -3.0750 -0.7846
H -2.0828 -1.8605 -2.0629
H 0.6646 -1.9351 -3.9992
H 1.4114 0.1139 -5.1520
H 1.6844 2.2326 -3.9119
H 1.6569 3.4278 -2.1160
H 1.5303 2.5347 0.7729
H 2.3106 3.9321 0.0637
H 2.9823 2.3199 -0.1993
H -0.7799 2.6178 -0.4976
H -0.7796 3.4167 -2.0690
H -0.1926 4.2889 -0.6443
```

Output
E_tot: -171869.163 eV
E_HOMO (alpha / beta): -10.233 / -10.550 eV
Lowest unoccupied orbital energy (alpha / beta): -0.126 / -0.195 hartree
Orbital gap (alpha / beta): 0.2506 / 0.1931 Ha
Net charge: +1
2S+1: 5
⟨S²⟩: 6.06
Maximum force: 0.9 eV/A
Energy relative to the best compared isomer or geometry (same formula, charge and spin): 15.9 kJ/mol

=====

DFT (the ωB97M-V functional and the def2-TZVPD basis) results for a gas-phase ion, C14H23N2O3S (charge +1).

The geometry in XYZ format:
```
43
C14H23N2O3S (the ωB97M-V functional and the def2-TZVPD basis)
C 3.2581 -4.7556 1.1206
C 2.0256 -4.0212 0.7082
C 0.8932 -4.7109 0.2770
C -0.2575 -4.0451 -0.1012
C -0.3357 -2.6550 -0.0683
C -1.5805 -1.9298 -0.4630
C 0.8011 -1.9839 0.3632
S 0.8363 -0.2151 0.4556
O -0.3630 0.3311 1.0814
O 2.0719 0.2842 0.9761
N 0.6791 0.3358 -1.1638
C 1.3478 1.6021 -1.4485
C 0.9137 2.7039 -0.4742
N -0.5147 2.6425 -0.1041
C -0.8772 3.6888 0.8762
C -2.3265 3.4659 1.3190
O -3.1950 3.5079 0.2159
C -2.8764 2.5138 -0.7209
C -1.4473 2.6906 -1.2474
C 1.9612 -2.6350 0.7446
H 3.6021 -5.4017 0.3150
H 3.0458 -5.3890 1.9804
H 4.0550 -4.0670 1.3847
H 0.9173 -5.7896 0.2415
H -1.1175 -4.6099 -0.4268
H -2.3340 -2.6310 -0.8105
H -1.3759 -1.2077 -1.2517
H -1.9755 -1.3847 0.3925
H 1.0007 -0.3792 -1.8013
H 2.4374 1.5105 -1.3597
H 1.1066 1.8714 -2.4804
H 1.4897 2.5935 0.4476
H 1.1326 3.6783 -0.9183
H -0.6330 1.6985 0.3883
H -0.2096 3.6276 1.7356
H -0.7779 4.6692 0.4026
H -2.6451 4.2621 1.9928
H -2.4036 2.4982 1.8367
H -3.5959 2.6154 -1.5344
H -2.9750 1.5143 -0.2705
H -1.2085 1.8874 -1.9424
H -1.3482 3.6592 -1.7447
H 2.7984 -2.0408 1.0763
```

Output
E_tot: -34842.730 eV
E_HOMO: -12.165 eV
Lowest unoccupied orbital energy: -0.093 hartree
Orbital gap: 0.3544 Ha
Net charge: +1
SMILES: Cc1ccc(C)c(S(=O)(=O)NCC[NH+]2CCOCC2)c1
Maximum force: 1.0 eV/A
Energy relative to the best compared isomer or geometry (same formula, charge and spin): 0.0 kJ/mol

=====

DFT (the ωB97M-V functional and the def2-TZVPD basis) results for a molecular structure, C14H23OTi at a distorted geometry.

The geometry in XYZ format:
```
39
C14H23OTi (the ωB97M-V functional and the def2-TZVPD basis)
C 1.2582 2.6394 1.9113
H 1.2655 3.4463 2.6632
H 2.1759 2.6218 1.2305
H 2.0944 1.3693 3.3268
C -0.0075 2.7714 0.9976
H -0.2407 1.8080 0.4437
H -0.9036 2.9271 1.6165
C 0.1280 3.8704 -0.0395
H -0.8420 4.2737 -0.3345
H 0.7630 4.6599 0.3527
H 0.6114 3.4559 -0.9294
C -1.0466 -2.2722 -0.1075
C -1.4644 -1.2982 -1.1533
C -0.2583 -0.5621 -1.5691
C 0.8677 -1.0879 -0.8277
C 0.3815 -2.1343 0.0606
C 1.2459 -2.9337 0.9904
C 2.2995 -0.7201 -1.0630
C -0.1720 0.5310 -2.5817
C -2.8633 -0.9201 -1.4840
C -1.9517 -3.0473 0.7791
Ti -0.6758 -0.3679 0.4110
H 2.9494 -1.1166 -0.2713
H 2.7039 -1.1103 -2.0134
H 2.4069 0.3771 -1.1059
H 2.2566 -2.5034 1.0502
H 0.8080 -2.9361 2.0012
H 1.3586 -3.9854 0.6693
H -2.9387 -2.5744 0.8376
H -2.0625 -4.0953 0.4481
H -1.5635 -3.0464 1.8006
H -2.8959 0.0687 -1.9620
H -3.3549 -1.6686 -2.1361
H -3.4729 -0.8089 -0.5705
H 0.5337 1.3026 -2.2530
H 0.1730 0.1764 -3.5669
H -1.1448 1.0164 -2.7171
O 0.3479 0.5024 2.4983
C 1.2304 1.3712 2.5972
```

Output
E_tot: -40035.748 eV
E_HOMO (alpha / beta): -17.157 / -17.166 eV
Lowest unoccupied orbital energy (alpha / beta): -0.316 / -0.308 hartree
Orbital gap (alpha / beta): 0.3142 / 0.3231 Ha
Net charge: +2
2S+1: 2
⟨S²⟩: 0.75
Maximum force: 9.5 eV/A